Computed, not measured: a molecular structure, C34H33BBiF10N11, with the ωB97M-V functional and the def2-TZVPD basis.

Kohn-Sham gap (alpha / beta)   7.598 / 7.320 eV
E_LUMO (alpha / beta)   0.0903 / 0.0800 hartree
Energy relative to the best compared isomer or geometry (same formula, charge and spin)   0.000 eV
Expectation value of S²   0.76

```
! RIJCOSX wB97M-V def2-TZVPD def2/J DEFGRID3
* xyz -1 2
Bi 0.1600 0.0506 -0.9705
C -0.0621 -4.5856 0.5061
C 0.4180 -3.4683 1.3775
C 1.5396 -3.4421 2.2298
C 1.4604 -2.2221 2.8595
N 0.3787 -1.5736 2.3839
N -0.2576 -2.3317 1.4590
B -0.2393 -0.2800 3.0037
N 0.6697 0.9709 2.8158
C 1.7590 1.3821 3.4972
C 2.1416 2.6024 2.9918
C 1.1997 2.8760 1.9812
C 1.0828 4.1043 1.1357
N 0.3311 1.8848 1.8721
N -1.5978 0.0566 2.3572
C -2.7102 0.5556 2.9339
C -3.6289 0.8239 1.9513
C -2.9695 0.4920 0.7551
C -3.5412 0.5895 -0.6238
N -1.7441 0.0655 1.0137
N -0.4002 -0.6212 4.5183
C -1.4040 -1.2457 5.1706
C -0.9767 -1.5333 6.4458
C 0.3446 -1.0557 6.4867
C 1.3253 -1.1233 7.6144
N 0.6829 -0.5243 5.3244
H 0.3786 -5.5315 0.8226
H 0.1913 -4.4100 -0.5367
H -1.1473 -4.6644 0.5622
H 2.2696 -4.2185 2.3903
H 2.0740 -1.7781 3.6257
H 2.1610 0.7866 4.2978
H 2.9618 3.2209 3.3173
H 1.6344 4.9277 1.5902
H 0.0375 4.3938 1.0338
H 1.4719 3.9384 0.1314
H -2.7673 0.7356 3.9906
H -4.6213 1.2243 2.0673
H -4.1247 1.5055 -0.7187
H -4.1971 -0.2587 -0.8264
H -2.7691 0.6019 -1.3905
H -2.3293 -1.4991 4.6880
H -1.5303 -2.0188 7.2315
H 0.8166 -1.3555 8.5498
H 1.8514 -0.1759 7.7310
H 2.0726 -1.8990 7.4358
C 1.6101 0.2492 -4.1318
N 2.1354 -0.0330 -2.8034
C 3.0802 0.9831 -2.3677
C 2.3962 2.3302 -2.0624
N 0.9896 2.1858 -1.7523
C 0.0839 3.0215 -2.3208
C 0.1617 3.7265 -3.5435
F 1.2375 3.6005 -4.3629
C -0.8482 4.5434 -4.0241
F -0.6876 5.1503 -5.2118
C -2.0244 4.7182 -3.3274
F -3.0117 5.4935 -3.8080
C -2.1558 4.0568 -2.1185
F -3.2673 4.2282 -1.3879
C -1.1389 3.2598 -1.6441
F -1.3020 2.7196 -0.4259
C 2.7059 -1.3673 -2.7183
C 1.6293 -2.4737 -2.6432
N 0.3249 -1.9741 -2.2683
C -0.7603 -2.2615 -3.0333
C -2.0448 -2.2341 -2.4304
F -2.1224 -1.9903 -1.1148
C -3.2237 -2.4819 -3.0970
F -4.3890 -2.4481 -2.4334
C -3.2164 -2.8083 -4.4425
F -4.3608 -3.0466 -5.1055
C -1.9959 -2.8692 -5.0791
F -1.9465 -3.1633 -6.3890
C -0.8178 -2.6012 -4.4028
F 0.3093 -2.6572 -5.1584
H 2.4232 0.3193 -4.8704
H 1.0664 1.1897 -4.1278
H 0.9364 -0.5442 -4.4397
H 3.8760 1.1376 -3.1116
H 3.5420 0.6039 -1.4542
H 2.5635 3.0246 -2.8821
H 2.9262 2.7492 -1.1980
H 3.3097 -1.3938 -1.8108
H 3.3784 -1.5666 -3.5658
H 1.9765 -3.1845 -1.8832
H 1.5985 -3.0287 -3.5788
C 1.9611 -0.3120 0.2125
H 2.3106 -1.3145 0.4296
H 2.3852 0.4904 0.8053
*
```

Results of the Löwdin charge analysis, in e, for atoms 1 through 2: number 1, Bi, carries 1.879; number 2, C, carries -0.040

Computed, not measured: C4H6O2S in the gas phase in a non-equilibrium geometry, with the ωB97M-V functional and the def2-TZVPD basis.

Kohn-Sham gap   9.823 eV
E_LUMO   0.0213 hartree
Energy relative to the best compared isomer or geometry (same formula, charge and spin)   3.222 eV

```
! RIJCOSX wB97M-V def2-TZVPD def2/J DEFGRID3
* xyz 0 1
C 0.1453 0.7904 0.2099
C -0.8876 -0.0189 -0.1203
C -0.6720 -1.1826 -1.1749
C 0.0295 1.8169 1.2798
O -3.3684 1.4011 0.0684
O -1.3021 2.2649 1.1700
S -2.3137 0.9989 1.0137
H 1.1818 0.6754 -0.0832
H -0.4944 -2.0451 -0.5134
H 0.1489 -0.7810 -1.9333
H -1.6564 -1.2563 -1.7188
H 0.1750 1.6249 2.4455
H 0.6275 2.7017 1.1582
*
```

Results of the Löwdin charge analysis, in e, for atoms 1 through 2: number 1, C, carries -0.165; number 2, C, carries -0.234

Computed, not measured: a molecular structure, C26H28F6O21S5V in a non-equilibrium geometry, with the ωB97M-V functional and the def2-TZVPD basis.

Kohn-Sham gap (alpha / beta)   2.174 / 2.174 eV
E_LUMO (alpha / beta)   0.2129 / 0.2129 hartree
Expectation value of S²   0.77

```
! RIJCOSX wB97M-V def2-TZVPD def2/J DEFGRID3
* xyz -4 2
O 0.3996 0.8294 1.0562
V 0.6969 -0.4700 0.3150
C -0.0397 -5.4564 3.2188
C -1.4299 -5.7775 2.8857
C -2.0126 -5.0138 1.5694
O -2.7399 -5.6910 0.7805
C -1.5249 -3.6771 1.3581
C -0.3036 -3.3879 1.8667
C 0.5270 -4.3241 2.6516
O 1.7921 -4.2864 2.8101
O -0.0420 -2.1039 1.7470
O -2.0391 -6.8224 3.1542
H 0.5730 -6.1352 3.7936
H -2.1252 -2.9973 0.7716
C 0.8549 -2.8100 -3.1976
C 1.3895 -3.0305 -1.9753
C 2.0641 -4.4158 -1.6905
O 2.6121 -4.7876 -0.5896
C 2.0171 -5.4520 -2.6334
C 1.3763 -5.2107 -3.9378
C 0.8649 -3.7655 -4.2486
O 0.2792 -3.5571 -5.3252
O 1.1247 -6.0936 -4.8086
O 1.4371 -2.0187 -1.2633
H 0.3852 -1.8653 -3.4283
H 2.5235 -6.3966 -2.5008
C -3.4934 -1.0742 -1.7271
F -4.4891 -0.5991 -2.4079
F -3.9083 -1.3664 -0.4771
F -2.9249 -2.1959 -2.2336
S -2.0390 0.2724 -1.6122
O -1.6930 0.5042 -3.0214
O -2.5298 1.3944 -0.8130
O -0.9374 -0.4726 -0.9786
C 5.1816 -0.8135 0.5585
F 6.2677 -1.4982 0.7006
F 5.3630 0.4664 0.9506
F 4.8279 -0.8000 -0.6555
S 3.8118 -1.5793 1.6502
O 2.6039 -0.7700 1.2541
O 3.8259 -3.0282 1.3114
O 4.2444 -1.4400 3.0024
C 2.1395 3.4775 -3.9532
C 1.7966 2.1629 -4.6492
C 2.4671 0.9461 -3.8664
S 2.8141 1.5933 -2.0808
O 4.2751 1.7969 -2.0338
O 2.0815 0.8695 -1.0212
C 2.0658 3.2500 -2.4667
H 1.4354 4.2365 -4.2940
H 3.1890 3.7442 -4.0779
H 2.3178 2.2219 -5.6047
H 0.7231 2.0038 -4.7518
H 3.2745 0.4367 -4.3924
H 1.7316 0.1749 -3.6375
H 2.5352 3.9187 -1.7453
H 1.0250 3.1606 -2.1553
C -4.8422 1.2640 2.1194
C -4.8565 -0.2311 2.3356
C -3.3572 -0.5598 2.5006
S -2.5635 0.8448 3.5738
O -1.3314 1.3674 2.9090
O -2.5077 0.5630 5.0148
C -4.0489 1.9667 3.2777
H -5.8293 1.7241 2.0738
H -4.4387 1.5022 1.1353
H -5.4193 -0.6740 1.5138
H -5.3481 -0.4195 3.2900
H -2.8193 -0.4662 1.5572
H -3.0364 -1.5000 2.9492
H -3.4830 2.8875 3.1357
H -4.6179 1.9190 4.2062
C -0.9006 5.0808 2.3173
C -1.0250 5.1063 0.7732
C 0.4244 5.3929 0.1258
S 1.5492 4.6462 1.2989
O 2.4848 5.6811 1.7128
O 2.0842 3.3587 0.8492
C 0.3911 4.2749 2.5739
H -1.7176 4.6361 2.8856
H -0.7884 6.0458 2.8115
H -1.5872 5.9626 0.4005
H -1.4812 4.2318 0.3093
H 0.6962 6.4485 0.1278
H 0.5888 5.0624 -0.8998
H 0.9194 4.4015 3.5189
H 0.2185 3.2055 2.4524
*
```

Results of the Löwdin charge analysis, in e, for atoms 1 through 2: number 1, O, carries -0.283; number 2, V, carries 1.049

Computed, not measured: C7H9N in the gas phase in a non-equilibrium geometry, with the ωB97M-V functional and the def2-TZVPD basis.

Kohn-Sham gap   10.163 eV
E_LUMO   0.0326 hartree
Energy relative to the best compared isomer or geometry (same formula, charge and spin)   3.492 eV

```
! RIJCOSX wB97M-V def2-TZVPD def2/J DEFGRID3
* xyz 0 1
C -1.2111 -0.2444 -2.9546
C -0.7346 -0.5864 -1.9059
C -0.1148 -1.1420 -0.7067
C -0.1020 -2.4118 -0.3112
C 0.1156 0.0055 0.2029
C 1.3569 0.8269 -0.0779
N -0.6402 0.1320 1.2568
C -0.4929 1.3036 2.0987
H -1.6012 0.0740 -3.8934
H 0.2187 -2.6668 0.6955
H -0.3837 -3.2131 -0.9857
H 2.0786 0.6761 0.7296
H 1.8281 0.5320 -1.0202
H 1.0957 1.8850 -0.1503
H -0.9192 2.1915 1.6173
H -1.0424 1.1384 3.0305
H 0.5484 1.4995 2.3745
*
```

Results of the Löwdin charge analysis, in e, for atoms 1 through 2: number 1, C, carries 0.134; number 2, C, carries -0.092